1.
24
Properties=species:S:1:pos:R:3:mulliken_charge:R:1 method="wB97M-V/def2-TZVPD" charge=0 lumo_ev=0.866 e_homo_ev=-7.79 homo_lumo_gap_ev=8.658 smiles="C=C(C)N(C)C(F)=C(C)C" relative_energy_kj_mol=91.9
C -1.921 0.616 0.387 -1.275
C -0.955 0.329 1.281 1.192
C -1.319 -0.238 2.638 -1.441
N 0.421 0.495 0.940 0.129
C 1.442 -0.081 1.810 -1.055
C 1.019 0.674 -0.434 -0.108
F 1.783 1.854 -0.388 -0.388
C 0.823 0.126 -1.610 1.060
C 1.471 0.680 -2.794 -1.485
C 0.161 -1.157 -1.752 -1.463
H -2.896 0.705 0.565 0.465
H -1.623 0.967 -0.623 0.226
H -0.633 0.307 3.285 0.378
H -2.389 -0.257 2.862 0.356
H -1.054 -1.418 2.435 0.248
H 2.010 -0.783 1.102 0.279
H 2.026 0.810 2.179 0.262
H 1.047 -0.584 2.751 0.461
H 0.969 1.590 -3.140 0.273
H 2.464 0.907 -2.532 0.395
H 1.563 0.015 -3.602 0.446
H 0.872 -1.835 -2.202 0.455
H -0.721 -1.143 -2.311 0.348
H -0.078 -1.629 -0.755 0.241

2.
149
Properties=species:S:1:pos:R:3:mulliken_charge:R:1 method="wB97M-V/def2-TZVPD" charge=0 lumo_ev=-0.497 e_homo_ev=-8.63 homo_lumo_gap_ev=8.136 relative_energy_kj_mol=75.5
O -4.802 2.855 -0.237 -0.650
H -5.619 2.692 -0.718 0.298
H -4.635 2.022 0.237 0.302
O -2.761 2.230 4.297 -0.632
H -2.736 1.578 5.012 0.285
H -1.911 2.679 4.353 0.297
O 0.293 5.354 0.891 -0.631
H 0.695 4.480 0.844 0.246
H 0.972 5.947 0.516 0.538
O -4.320 -2.073 -1.852 -0.723
H -4.461 -1.411 -1.151 0.379
H -3.656 -1.659 -2.446 0.440
O -3.796 -2.530 5.860 -0.608
H -4.602 -2.187 6.266 0.284
H -4.096 -3.057 5.110 0.285
O -5.557 -0.221 2.886 -0.622
H -6.359 -0.061 3.397 0.261
H -5.344 -1.149 3.043 0.296
O -2.086 -0.258 6.134 -0.592
H -1.303 -0.816 6.162 0.272
H -2.817 -0.882 5.975 0.388
O -1.873 3.872 -0.897 -0.464
H -2.819 3.838 -0.687 0.211
H -1.510 4.554 -0.312 0.211
O -2.419 -0.697 -3.418 -0.761
H -2.721 -0.018 -4.040 0.227
H -1.959 -0.147 -2.747 0.215
O -4.150 -0.214 0.375 -0.714
H -4.742 -0.318 1.138 0.297
H -3.240 -0.442 0.689 0.337
C -1.430 -6.367 9.190 -1.426
C -1.503 -6.778 7.727 0.647
C -1.409 -5.595 6.826 -0.589
O -1.443 -5.980 5.485 -0.341
C -2.110 -5.066 4.680 -0.713
N -0.472 -7.776 7.419 -0.763
H -0.476 -5.894 9.427 0.352
H -1.532 -7.256 9.811 0.351
H -2.235 -5.668 9.430 0.362
H -2.478 -7.274 7.585 0.171
H -0.485 -5.034 7.035 0.284
H -2.244 -4.925 7.077 0.267
H -1.738 -4.036 4.706 0.359
H -3.187 -5.049 4.934 0.205
H -2.089 -5.434 3.652 0.315
H -0.236 -7.788 6.434 0.268
H -0.795 -8.706 7.648 0.249
C 1.762 5.184 -2.953 -1.296
C 1.911 6.660 -2.571 0.844
C 3.023 6.837 -1.558 -0.824
O 2.490 6.573 -0.287 -0.375
C 3.481 6.498 0.716 -0.700
N 2.160 7.451 -3.795 -0.779
H 1.590 4.522 -2.106 0.184
H 2.620 4.874 -3.564 0.346
H 0.929 5.024 -3.654 0.231
H 0.951 6.921 -2.097 0.181
H 3.557 7.795 -1.626 0.371
H 3.809 6.087 -1.752 0.339
H 2.995 6.410 1.690 0.264
H 4.128 7.380 0.744 0.337
H 4.105 5.600 0.612 0.178
H 2.373 8.411 -3.533 0.273
H 1.310 7.504 -4.345 0.262
C -2.899 5.244 -4.824 -1.413
C -2.862 3.836 -5.437 0.772
C -2.467 2.812 -4.409 -0.585
O -1.974 1.595 -4.977 -0.358
C -0.616 1.666 -5.343 -0.583
N -4.163 3.518 -6.094 -0.747
H -1.894 5.519 -4.509 0.218
H -3.597 5.283 -3.982 0.335
H -3.250 5.970 -5.560 0.445
H -2.162 3.861 -6.280 0.250
H -3.396 2.534 -3.888 0.256
H -1.807 3.173 -3.610 0.065
H -0.460 2.364 -6.174 0.337
H -0.286 0.668 -5.619 0.274
H -0.001 2.010 -4.497 0.074
H -4.908 3.899 -5.506 0.292
H -4.323 2.511 -6.039 0.294
C 0.463 1.022 -1.175 -1.013
C -0.737 0.304 -0.632 2.074
C -0.753 0.211 0.887 -0.318
O -1.596 -0.853 1.290 0.441
C -1.570 -1.053 2.711 -1.038
N -1.932 0.973 -1.190 0.275
H 0.404 2.083 -0.928 0.540
H 0.466 0.894 -2.255 -0.015
H 1.347 0.567 -0.735 -0.326
H -0.852 -0.722 -1.011 -0.717
H -1.062 1.184 1.297 0.316
H 0.281 0.022 1.225 -0.352
H -0.531 -1.289 2.976 0.105
H -2.234 -1.873 2.967 0.192
H -1.851 -0.134 3.237 0.439
H -1.902 1.982 -1.043 -0.193
H -2.805 0.633 -0.819 0.197
C 4.627 -1.546 -4.084 -1.456
C 3.093 -1.597 -3.837 0.602
C 2.696 -1.051 -2.457 -0.331
O 3.544 -1.442 -1.417 -0.172
C 3.366 -2.774 -1.036 -0.876
N 2.280 -0.891 -4.845 -0.486
H 4.946 -2.459 -4.581 0.320
H 5.167 -1.415 -3.145 0.270
H 4.899 -0.688 -4.705 0.421
H 2.857 -2.669 -3.842 0.020
H 1.656 -1.346 -2.270 -0.011
H 2.795 0.038 -2.475 0.391
H 4.273 -3.174 -0.575 0.342
H 3.027 -3.412 -1.850 0.216
H 2.621 -2.860 -0.233 0.185
H 2.762 -0.835 -5.736 0.295
H 2.194 0.084 -4.558 0.242
C -1.432 -4.019 -0.177 -1.632
C -0.552 -3.803 -1.399 2.361
C 0.445 -4.916 -1.613 -0.900
O 1.317 -4.944 -0.500 -0.150
C 2.133 -6.090 -0.465 -0.988
N -1.380 -3.637 -2.600 -0.742
H -2.012 -4.946 -0.225 0.364
H -2.174 -3.212 -0.131 0.150
H -0.872 -3.983 0.757 0.377
H 0.055 -2.901 -1.166 -0.910
H 1.008 -4.761 -2.545 0.365
H -0.112 -5.865 -1.659 0.410
H 3.073 -5.860 0.039 0.249
H 2.441 -6.405 -1.476 0.389
H 1.610 -6.922 0.015 0.267
H -1.951 -2.802 -2.495 0.011
H -0.802 -3.480 -3.420 0.372
C 5.075 2.321 -0.688 -1.345
C 4.838 1.977 0.775 0.428
C 4.125 0.639 0.856 0.382
O 3.453 0.572 2.102 -0.431
C 2.949 -0.723 2.412 -0.057
N 6.109 2.031 1.510 -0.797
H 4.128 2.532 -1.190 0.164
H 5.580 1.494 -1.193 0.369
H 5.707 3.205 -0.760 0.422
H 4.178 2.723 1.226 0.307
H 4.836 -0.183 0.711 0.181
H 3.394 0.582 0.044 -0.483
H 1.936 -0.593 2.799 -0.056
H 3.569 -1.228 3.151 0.373
H 2.856 -1.313 1.496 -0.067
H 6.698 1.242 1.240 0.290
H 5.897 1.820 2.488 0.322